Record 1
13
Properties=species:S:1:pos:R:3 method="wB97M-V/def2-TZVPD" spin_multiplicity=1 charge=0 lumo_energy_ev=0.26 orbital_gap_ev=8.71 de_lowest_kcal_mol=16.2
C -0.0584 0.4632 -1.0588
C 1.1348 -0.2020 -0.7140
C 1.0973 -0.8184 0.5180
C -1.0598 0.0992 0.9722
H 0.9012 0.7275 -3.1613
H 1.9896 -0.4231 -1.3610
H 1.8479 -1.4368 0.9330
H 0.0814 -0.8751 2.3388
H -2.7309 0.8123 1.3278
N 0.0781 -0.5808 1.3618
N -2.0228 0.2448 1.8109
N -1.0495 0.7260 -0.2665
S -0.2090 1.2632 -2.7008

Record 2
13
Properties=species:S:1:pos:R:3 method="wB97M-V/def2-TZVPD" spin_multiplicity=1 charge=0 lumo_energy_ev="-0.51 / -0.34" orbital_gap_ev="7.78 / 7.61" de_lowest_kcal_mol=173.6
C -1.9551 1.0718 -0.2772
C -0.9162 1.6914 0.0175
C 1.0793 -1.0185 0.4692
C 1.3288 0.2687 -0.3655
N -2.2242 -0.3376 0.1381
N -1.4197 -1.1682 0.3655
N -0.2594 -1.5511 0.4181
S 0.6863 1.7143 0.5167
H -2.8507 1.2750 -1.0010
H 1.7495 -1.8024 -0.0488
H 1.3604 -0.6700 1.5430
H 2.4994 0.3222 -0.4057
H 0.9216 0.2044 -1.3697